[1]
Computed, not measured: C9H11NO3 in the gas phase, with ωB97M-V/def2-TZVPD.

Last columns: bonded neighbours and bond lengths (Å).
Element x y z (Å)
1 C 2.4826 -1.4402 -2.5521  H10 1.182, H11 1.153, H12 1.285, O22 1.417
2 C 0.9607 -0.9171 -0.8271  C3 1.335, C8 1.496, O22 1.293
3 C 0.7863 -2.0831 -0.2016  C2 1.335, C4 1.408, H13 1.139
4 C -0.1707 -2.3146 0.8043  C3 1.408, C5 1.413, H14 0.975
5 C -0.9694 -1.1922 1.1188  C4 1.413, C6 1.441, H15 1.239
6 C -0.8309 0.1871 0.7242  C5 1.441, C7 1.560, C8 1.436
7 C -1.9650 1.1635 1.1663  C6 1.560, N21 1.435, O23 1.343
8 C 0.1536 0.2364 -0.3205  C2 1.496, C6 1.436, O24 1.374
9 C 1.5103 2.1695 -0.3920  H18 1.257, H19 1.112, H20 1.177, O24 1.462
10 H 3.0836 -0.5650 -3.0722  C1 1.182
11 H 1.7084 -2.1370 -3.0470  C1 1.153
12 H 3.1132 -2.3210 -1.8608  C1 1.285
13 H 1.2795 -3.0026 -0.6589  C3 1.139
14 H -0.2999 -3.1990 1.1949  C4 0.975
15 H -2.0661 -1.7161 1.3617  C5 1.239
16 H -2.8238 1.5720 3.2755  N21 1.160
17 H -1.7536 0.3239 3.3004  N21 1.035
18 H 2.5620 1.4836 -0.3389  C9 1.257
19 H 1.7130 3.1650 -0.8442  C9 1.112
20 H 1.2912 2.1353 0.7641  C9 1.177
21 N -2.1542 0.9387 2.5711  C7 1.435, H16 1.160, H17 1.035
22 O 1.9639 -0.5666 -1.5644  C1 1.417, C2 1.293
23 O -2.8734 1.9658 0.5881  C7 1.343
24 O 0.3503 1.4552 -0.9229  C8 1.374, C9 1.462

Values from the calculation:
F_max in eV Å⁻¹: 8.12
HOMO in eV: -8.486
Relative energy (zero: lowest compared OMol25 entry of this formula, charge and spin) in kcal per mole: 165.8



[2]
Computed, not measured: C26H38N4O5 in the gas phase, with ωB97M-V/def2-TZVPD.

Last columns: bonded neighbours and bond lengths (Å).
Element x y z (Å)
1 C 0.5077 2.0934 -2.3674  H2 1.087, C3 1.525, H72 1.088, H73 1.087
2 H -0.0942 1.6259 -1.5919  C1 1.087
3 C 1.9723 1.6833 -2.2575  C1 1.525, C4 1.530, H70 1.092, H71 1.091
4 C 2.2119 0.2047 -2.5673  C3 1.530, H5 1.092, H6 1.092, C7 1.532
5 H 3.2875 0.0144 -2.5785  C4 1.092
6 H 1.8222 -0.0280 -3.5602  C4 1.092
7 C 1.5458 -0.7472 -1.5684  C4 1.532, N8 1.455, H68 1.093, H69 1.087
8 N 2.0313 -0.5127 -0.2167  C7 1.455, C9 1.353, C46 1.427
9 C 1.2392 -0.0529 0.7789  N8 1.353, O10 1.235, C11 1.473
10 O 1.7078 0.4346 1.8125  C9 1.235
11 C -0.2188 -0.1709 0.6027  C9 1.473, C12 1.339, H45 1.079
12 C -1.0478 0.7428 1.1235  C11 1.339, C13 1.447, H44 1.083
13 C -2.4942 0.7373 1.0869  C12 1.447, C14 1.394, C18 1.397
14 C -3.1954 1.8647 1.5116  C13 1.394, C15 1.376, H43 1.079
15 C -4.5706 1.8832 1.4611  C14 1.376, C16 1.394, H42 1.079
16 C -5.3103 0.7890 1.0138  C15 1.394, C17 1.413, O28 1.358
17 C -4.6133 -0.3766 0.6231  C16 1.413, C18 1.384, O20 1.371
18 C -3.2293 -0.3674 0.6491  C13 1.397, C17 1.384, H19 1.077
19 H -2.6889 -1.2481 0.3458  C18 1.077
20 O -5.3569 -1.4580 0.2251  C17 1.371, C21 1.413
21 C -4.7279 -2.6824 -0.0932  O20 1.413, C22 1.526, H26 1.097, H27 1.094
22 C -4.2803 -3.4592 1.1414  C21 1.526, H23 1.087, H24 1.087, H25 1.087
23 H -3.5330 -2.9061 1.7048  C22 1.087
24 H -5.1330 -3.6396 1.7913  C22 1.087
25 H -3.8592 -4.4139 0.8384  C22 1.087
26 H -3.8924 -2.5247 -0.7862  C21 1.097
27 H -5.5029 -3.2462 -0.6215  C21 1.094
28 O -6.6553 0.9701 1.0647  C16 1.358, C29 1.415
29 C -7.5479 0.2170 0.2650  O28 1.415, C30 1.534, H40 1.093, H41 1.094
30 C -7.3611 0.4689 -1.2367  C29 1.534, C31 1.526, C35 1.525, H39 1.095
31 C -7.6241 1.9356 -1.5665  C30 1.526, H32 1.088, H33 1.087, H34 1.088
32 H -7.4126 2.1350 -2.6145  C31 1.088
33 H -6.9936 2.5790 -0.9574  C31 1.087
34 H -8.6645 2.1860 -1.3696  C31 1.088
35 C -8.2857 -0.4475 -2.0311  C30 1.525, H36 1.087, H37 1.088, H38 1.087
36 H -8.0671 -1.4911 -1.8172  C35 1.087
37 H -9.3251 -0.2530 -1.7752  C35 1.088
38 H -8.1571 -0.2799 -3.0977  C35 1.087
39 H -6.3233 0.2318 -1.4932  C30 1.095
40 H -7.4659 -0.8509 0.4821  C29 1.093
41 H -8.5358 0.5681 0.5786  C29 1.094
42 H -5.1246 2.7537 1.7760  C15 1.079
43 H -2.6581 2.7299 1.8689  C14 1.079
44 H -0.5997 1.6044 1.6037  C12 1.083
45 H -0.5805 -1.0615 0.1125  C11 1.079
46 C 3.4278 -0.7491 -0.0424  N8 1.427, C47 1.380, C55 1.438
47 C 4.3162 0.2076 0.4051  C46 1.380, N48 1.359, N51 1.380
48 N 3.8871 1.4500 0.7504  C47 1.359, H49 1.007, H50 1.029
49 H 4.5542 2.0509 1.2063  N48 1.007
50 H 2.9756 1.4081 1.2260  N48 1.029
51 N 5.6664 -0.0700 0.4642  C47 1.380, C52 1.387, C58 1.455
52 C 6.1899 -1.3008 0.0986  N51 1.387, O53 1.210, N54 1.363
53 O 7.3761 -1.5392 0.1274  C52 1.210
54 N 5.2654 -2.2266 -0.2826  C52 1.363, C55 1.394, H57 1.014
55 C 3.8835 -2.0710 -0.3792  C46 1.438, N54 1.394, O56 1.217
56 O 3.2009 -3.0165 -0.7286  C55 1.217
57 H 5.6267 -3.1453 -0.5133  N54 1.014
58 C 6.6362 0.9345 0.8742  N51 1.455, H59 1.094, C60 1.530, H67 1.093
59 H 6.3016 1.4254 1.7934  C58 1.094
60 C 6.9162 1.9533 -0.2331  C58 1.530, C61 1.523, H65 1.091, H66 1.092
61 C 7.9155 3.0025 0.2361  C60 1.523, H62 1.087, H63 1.088, H64 1.087
62 H 8.1223 3.7106 -0.5618  C61 1.087
63 H 7.5262 3.5532 1.0901  C61 1.088
64 H 8.8505 2.5316 0.5289  C61 1.087
65 H 7.3210 1.4204 -1.0952  C60 1.091
66 H 5.9883 2.4370 -0.5456  C60 1.092
67 H 7.5557 0.3887 1.0994  C58 1.093
68 H 1.7578 -1.7822 -1.8489  C7 1.093
69 H 0.4711 -0.5867 -1.5920  C7 1.087
70 H 2.5591 2.2770 -2.9622  C3 1.092
71 H 2.3390 1.9067 -1.2541  C3 1.091
72 H 0.1036 1.8125 -3.3379  C1 1.088
73 H 0.4126 3.1711 -2.2579  C1 1.087

Values from the calculation:
F_max in eV Å⁻¹: 0.76
HOMO in eV: -7.959
Relative energy (zero: lowest compared OMol25 entry of this formula, charge and spin) in kcal per mole: 0.0



[3]
Computed, not measured: C7H14N2 in the gas phase, with ωB97M-V/def2-TZVPD.

Last columns: bonded neighbours and bond lengths (Å).
Element x y z (Å)
1 C 0.4065 -1.0945 -1.3201  N5 1.469, H10 1.092, H11 1.096, H12 1.089
2 C -0.6241 -2.2372 0.5208  N5 1.461, H13 1.091, H14 1.096, H15 1.088
3 C 1.0522 3.2211 -0.5213  C7 1.494, H16 1.096, H17 1.093, H18 1.094
4 C 1.3185 -0.6715 1.0209  N5 1.699, H19 1.095, H20 1.084, H21 1.080
5 N -0.0563 -0.9689 0.0683  C1 1.469, C2 1.461, C4 1.699, C6 1.815
6 C -1.2066 0.4315 0.1708  N5 1.815, C8 1.322, N9 1.319
7 C 0.6343 1.8511 -0.0981  C3 1.494, N9 1.263
8 C -2.4725 0.1478 0.4258  C6 1.322, H22 1.077, H23 1.081
9 N -0.5978 1.5851 -0.0256  C6 1.319, C7 1.263
10 H -0.4487 -1.2384 -1.9836  C1 1.092
11 H 1.0784 -1.9529 -1.4382  C1 1.096
12 H 0.9258 -0.1730 -1.5801  C1 1.089
13 H -1.4738 -2.5200 -0.1023  C2 1.091
14 H 0.1090 -3.0490 0.4483  C2 1.096
15 H -0.9435 -2.1411 1.5566  C2 1.088
16 H 0.2140 3.8804 -0.7748  C3 1.096
17 H 1.7215 3.1490 -1.3818  C3 1.093
18 H 1.6319 3.6796 0.2847  C3 1.094
19 H 1.6769 -1.6934 1.1806  C4 1.095
20 H 1.0026 -0.2148 1.9522  C4 1.084
21 H 2.0908 -0.0932 0.5348  C4 1.080
22 H -2.8070 -0.7841 0.8505  C8 1.077
23 H -3.2321 0.8862 0.2116  C8 1.081

Values from the calculation:
F_max in eV Å⁻¹: 3.05
HOMO in eV: -5.798
Relative energy (zero: lowest compared OMol25 entry of this formula, charge and spin) in kcal per mole: 129.7



[4]
Computed, not measured: 2 unconnected molecules or ions with the total composition C3H10NO2, with ωB97M-V/def2-TZVPD.

Last columns: bonded neighbours and bond lengths (Å).
Element x y z (Å)
1 C -0.2621 -0.8887 -0.4414  C2 1.533, N5 1.528, H6 1.085, H7 1.093
2 C -1.5232 -0.1859 -0.9567  C1 1.533, C3 1.514, H8 1.080, H9 1.091
3 C -2.3195 0.3443 0.2173  C2 1.514, O4 1.205, H10 1.103
4 O -1.8155 1.0922 1.0166  C3 1.205
5 N 0.5074 -0.0375 0.5681  C1 1.528, H11 1.026, H12 1.016, H13 1.032
6 H 0.4260 -1.1467 -1.2396  C1 1.085
7 H -0.5774 -1.7869 0.0951  C1 1.093
8 H -2.1211 -0.9497 -1.4317  C2 1.080
9 H -1.2761 0.6296 -1.6376  C2 1.091
10 H -3.3462 -0.0408 0.3369  C3 1.103
11 H 1.3239 0.4767 0.2200  N5 1.026
12 H 0.7860 -0.5924 1.3723  N5 1.016
13 H -0.1870 0.6439 0.9115  N5 1.032
14 H 3.6438 0.6544 1.0696  O16 0.981
15 H 3.6557 0.8018 -0.4352  O16 0.976
16 O 3.0852 0.9857 0.3347  H14 0.981, H15 0.976

Values from the calculation:
F_max in eV Å⁻¹: 1.19
HOMO in eV: -14.641
Relative energy (zero: lowest compared OMol25 entry of this formula, charge and spin) in kcal per mole: 15.7
Net charge: +1